Entry 1:
ORCA calculation (ωB97M-V with the def2-TZVPD basis set) on an isolated molecule of C4H3N3O in a non-equilibrium geometry.

The geometry in XYZ format:
```
11
Properties=species:S:1:pos:R:3:forces:R:3
C -0.4852 1.3619 0.0294 4.8 0.9 0.4
C -1.0683 0.2363 0.3835 -4.8 -2.5 -2.5
C 0.9755 -0.1721 0.0611 1.1 -2.0 -1.6
H -0.6960 2.4088 0.0633 -0.9 0.1 -0.1
H 1.6804 -1.8177 -0.3203 1.9 -0.8 -0.2
C -2.5407 -0.0526 0.1220 -8.1 -5.8 -2.2
N 1.0138 1.0783 -0.1726 -4.6 0.5 1.3
N 2.0833 -0.9651 0.0430 -1.1 0.4 0.5
O -0.2920 -0.9310 0.1268 2.6 4.3 1.5
H 2.9885 -0.4750 -0.1324 -1.4 -1.3 -0.2
N -3.6593 -0.6718 -0.2037 10.4 6.1 3.1
```
Positions in Å, forces in eV/Å.

Summary:
* total charge: 0
* highest occupied orbital energy: -9.492 eV
* molar mass: 109.1 g mol⁻¹
* multiplicity: 1
* total energy: -393.605173 a.u.
* energy relative to the best compared isomer or geometry (same formula, charge and spin): 3.1085 eV
* gap between HOMO and LUMO: 0.3548 Ha

Results of the Mulliken charge analysis, in e, for atoms 1 through 6: -0.31, 0.40, 0.56, 0.39, 0.26, 0.13

=====

Entry 2:
ORCA calculation (ωB97M-V with the def2-TZVPD basis set) on C14H26Cl2N7O5S5Sr as an isolated structure.

The geometry in XYZ format:
```
60
Properties=species:S:1:pos:R:3:forces:R:3
S 4.4036 -1.8327 -2.5187 0.1 0.0 0.0
H 2.0818 -0.7531 -4.6222 0.0 0.0 0.0
H 2.2616 -2.3630 4.2981 0.0 0.0 0.0
H -1.2770 4.9774 1.2791 0.0 0.0 0.1
H -3.8320 3.5054 3.1281 0.0 0.0 0.0
C 0.0117 -1.2119 4.6124 0.0 0.0 0.0
H -0.8535 4.2338 -0.9197 -0.1 0.0 0.0
S 2.7255 -0.7267 -0.3323 0.2 0.2 -0.1
N -3.1637 4.0256 2.5819 0.0 0.0 0.0
N -0.9646 3.5323 -0.1984 0.2 0.0 -0.1
H 0.6136 -3.9821 -3.4534 0.0 0.0 0.0
H 0.7709 -0.4700 4.8636 0.0 0.0 0.0
H 2.1071 -2.9907 2.6709 0.0 0.0 0.0
C 3.5782 3.9758 0.2630 0.0 0.0 0.0
C 0.1480 -1.5618 -2.3217 0.1 0.0 0.0
H -0.5678 -3.4929 -1.6816 0.0 0.0 0.0
Sr -1.5584 0.1201 0.0049 0.4 0.4 -0.1
O -0.4710 -2.2289 -0.0686 -0.1 0.4 0.0
H -5.3124 -0.2858 -1.2896 0.0 0.0 0.0
H 1.0728 -3.0951 -1.1505 0.0 0.0 0.0
C 0.0679 -2.6910 -1.2950 0.1 -0.2 0.0
O -1.2165 -1.0370 2.1765 0.1 -0.1 -0.3
C 2.1621 0.9261 -0.1676 0.2 0.1 0.0
N -3.7721 1.4461 1.6184 -0.2 0.0 0.3
Cl -3.5803 -1.7881 -1.7346 0.2 0.0 0.1
H -2.9349 4.9735 2.8253 0.0 0.0 0.0
H -0.9322 -0.7155 4.4199 0.0 0.0 0.0
H 1.4461 -3.2705 -4.8240 0.0 0.0 0.0
C 3.6976 -0.5591 -1.7586 -0.3 0.0 -0.2
N -1.6173 4.1082 0.8969 0.1 0.0 -0.1
H 3.2152 3.5270 1.1854 0.0 0.0 0.0
C 1.5699 -2.8324 3.6011 0.0 0.0 0.0
S 2.5043 3.5119 -1.1205 -0.1 0.0 0.0
S 3.7381 1.0676 -2.3135 0.0 0.0 0.2
H 0.0742 -3.6677 1.3227 0.0 0.0 -0.1
C 1.0051 -0.8322 -4.4643 0.0 0.0 0.0
H 0.5194 -1.0928 -5.4047 0.0 0.0 0.0
O -4.4026 1.7317 2.6221 0.0 0.1 -0.2
Cl -3.7201 1.0979 -2.3115 0.2 0.0 0.0
H 4.6006 3.6641 0.0643 0.0 0.0 0.0
H -0.0386 3.2062 0.0867 0.0 0.0 0.0
O -0.3125 -0.4357 -2.0776 -0.1 -0.2 0.3
N 0.7447 -1.8694 -3.4689 0.0 0.1 -0.1
N -2.7964 2.1968 1.0808 0.0 0.1 0.2
C -0.2315 -1.7843 2.2793 -0.1 0.0 0.1
H 2.2675 -3.3247 -3.2617 0.0 0.0 0.0
H 0.6199 0.1158 -4.1062 0.0 0.0 0.0
C 1.3004 -3.1909 -3.7496 0.0 0.0 0.0
C -2.5581 3.4273 1.5600 0.0 0.1 -0.1
S 1.1149 1.2361 1.1816 -0.2 -0.1 -0.1
C -4.6256 -0.4037 -2.1182 -0.2 -0.1 0.0
H -5.1220 -0.6274 -3.0535 -0.1 0.0 0.0
C 0.2462 -2.6101 1.0924 0.0 -0.2 0.1
H 3.5461 5.0619 0.3396 0.0 0.0 0.0
N 0.4230 -1.9524 3.4258 0.0 0.1 0.0
C 2.6950 1.7696 -1.0823 0.0 -0.1 0.0
O -3.9460 0.3911 0.9995 -0.2 -0.4 0.0
H -0.1037 -1.9025 5.4478 0.0 0.0 0.0
H 1.2659 -3.7971 4.0117 0.0 0.0 0.0
H 1.3118 -2.4502 0.9294 0.0 -0.1 0.0
```
Positions in Å, forces in eV/Å.

Summary:
* total charge: +1
* highest occupied orbital energy: -9.633 eV
* molar mass: 691.3 g mol⁻¹
* multiplicity: 1
* total energy: -4250.462334 a.u.
* energy relative to the best compared isomer or geometry (same formula, charge and spin): 0.0484 eV
* gap between HOMO and LUMO: 0.2553 Ha

Results of the Mulliken charge analysis, in e, for atoms 1 through 6: -0.18, 0.36, 0.36, 0.19, 0.23, -1.04

=====

Entry 3:
ORCA calculation (ωB97M-V with the def2-TZVPD basis set) on a 4-piece molecular cluster, C50H98FN6O7P overall in a non-equilibrium geometry.

The geometry in XYZ format:
```
163
Properties=species:S:1:pos:R:3:forces:R:3
H 2.0569 6.5725 9.3921 -0.1 0.0 -0.1
C 3.0304 -4.6267 -3.8952 0.8 -0.6 -1.3
C -4.9637 4.7894 -5.8465 0.6 -0.5 -0.2
H -5.4681 4.5848 -6.7987 0.2 0.0 0.1
H -2.8832 4.8565 -4.1463 -0.1 0.0 -0.2
H -2.1018 0.1488 -3.0130 -1.2 -1.3 -1.8
H -0.4204 6.5687 9.1006 -0.1 -0.1 -0.3
C -1.7844 4.9025 7.3293 0.6 -0.5 -0.2
H -4.9882 7.2949 -6.1504 0.2 -0.3 0.0
C 0.2160 5.9200 8.4851 0.3 -0.2 -0.1
H -1.6335 7.4621 -5.1243 0.0 -0.1 0.0
H -3.3633 7.7201 -6.5773 0.1 -0.1 -0.1
C 1.8848 5.4840 6.0631 1.5 0.8 -1.1
O -1.8105 -5.0126 -2.1187 -3.8 -2.9 -3.7
H -1.3552 -1.4594 6.6359 0.3 0.0 0.0
H 0.6422 4.8430 -8.0375 -0.4 0.2 0.1
H 3.4726 6.2351 7.3669 -0.2 -0.1 -0.3
H -0.4588 4.6484 -5.2281 -0.1 0.0 -0.2
H -0.1996 6.9192 -8.2286 -0.2 -0.3 0.1
H 1.5458 7.5752 8.0515 0.0 0.0 0.0
C 0.3949 -6.6702 -3.9056 -0.2 -2.1 0.0
O 4.8179 -4.2441 2.5990 -0.4 -0.1 -2.3
C -0.4455 5.6805 7.1016 -1.7 1.1 0.3
H 1.1709 -3.0053 -1.8721 1.3 0.9 1.8
C -5.3379 -0.2498 -4.4954 0.0 0.4 0.1
H -1.1223 6.4595 -3.7837 -0.1 0.0 -0.1
C -4.0970 6.9209 -6.6703 0.1 0.2 -0.1
H 2.9494 -5.3308 -6.1070 1.7 -0.4 1.9
O -2.6627 3.5149 -6.6812 -0.3 3.4 -1.4
H -2.1220 0.2187 -6.0068 1.1 -1.7 1.6
H 3.0814 -5.3606 -2.9751 -0.4 1.8 -1.7
H 6.0742 -3.6154 0.8691 -1.8 0.6 1.6
H 1.6885 -4.0026 8.6079 0.0 0.1 -0.1
C -1.5707 6.4238 -4.7836 0.0 0.0 0.0
C -0.9384 -3.0520 8.0051 0.0 0.0 0.0
H -0.2694 -6.9449 -2.9730 1.2 1.2 -1.8
H 2.7204 4.7614 7.9477 -0.1 0.0 -0.2
H -4.2925 -4.7073 -1.7283 -0.1 -0.8 -2.0
H 4.3019 -5.5676 0.9547 -0.7 0.5 1.9
C 1.4970 -4.2398 -4.3526 -4.0 3.0 -1.1
H 4.6265 -4.6406 -5.5844 -1.8 -1.6 1.0
P -2.8707 -5.6949 -3.1191 2.7 1.8 5.1
N 0.3084 -5.2206 -4.3374 0.2 6.2 -1.9
H 0.4973 -4.9085 4.5341 0.2 0.2 0.2
H 2.2883 -3.8530 2.7206 0.1 -2.2 -1.4
H 2.1018 -0.1623 -0.5832 -1.5 -1.6 -1.1
C -2.9632 5.8070 -4.6908 0.3 -0.2 -0.1
H 1.6315 -0.3661 8.7041 -0.1 -0.1 -0.3
H 0.2110 0.0752 5.4712 0.2 -0.2 0.1
H -1.5839 7.5598 -7.4059 -0.1 -0.1 0.0
H -0.5430 -8.7588 -4.7604 1.3 2.2 -0.6
H 4.1496 -6.2853 2.7017 -0.4 2.3 -1.3
H -2.2889 4.6979 6.3772 0.2 0.0 0.1
H 2.4244 4.3086 4.2701 0.0 0.0 0.2
C 1.6527 -2.4808 -0.9287 -0.4 0.4 0.7
C -2.7221 -0.3714 -3.8886 1.2 1.6 0.6
H -0.9026 -0.9160 8.2406 0.3 0.0 -0.2
H 0.5310 0.5938 -2.6133 0.6 -2.4 -0.1
H -0.1711 -3.4400 0.1481 2.4 0.8 0.6
H -3.5996 6.4557 -4.0753 -0.1 -0.1 -0.3
N -2.7101 4.8742 -7.0442 0.9 -4.2 2.9
H 3.0477 -1.0971 -3.0815 -1.8 0.4 -1.6
C -1.6138 -1.9957 -5.8363 -1.0 1.4 -1.1
C -3.9750 0.6723 -4.2056 -0.6 -1.0 -0.6
H 0.3055 -0.7192 -0.3805 2.1 -0.2 -1.5
C -0.8775 -4.4012 -4.8628 0.9 -0.9 0.4
H -0.1964 3.4475 -7.3931 -0.3 0.2 -0.1
C 1.7737 -1.4366 -5.0712 0.6 -0.9 -0.4
H 1.2600 -0.7329 -5.8605 0.9 -1.4 1.7
H 5.2482 -2.2076 1.9711 0.1 -2.3 -0.7
O -4.4291 -5.0553 -2.6800 3.1 -1.2 0.0
H -5.6562 5.3720 -5.2265 0.4 0.1 -0.2
H -5.1453 -1.3997 -4.2516 -0.5 2.6 -0.3
C 2.5062 5.7243 7.4646 -0.3 -0.2 0.2
H 1.5069 -6.9468 -3.6081 -2.3 1.0 -0.7
C 1.1904 -5.0193 5.3759 -0.2 0.7 -0.3
N -0.5875 -2.9385 -5.2600 3.3 -6.4 3.3
H 2.9828 3.5606 5.7828 -0.3 0.2 -0.1
N 0.1340 -7.5328 -6.4470 -0.6 -0.4 5.9
C -2.3235 -5.2227 -4.9278 -0.6 1.0 -0.7
H -2.2810 -6.1728 -5.6110 0.2 1.9 1.3
H 0.5669 -6.5923 -6.5758 -0.3 -0.6 0.1
N 0.4691 4.9872 6.1317 0.9 -4.1 2.8
H -4.3669 6.8155 -7.7277 0.1 0.0 0.2
H 2.8200 -2.5729 -0.8852 -2.2 -0.2 -0.3
H -1.1877 6.9285 5.4481 0.1 0.0 0.2
C 3.9590 -5.3059 2.0473 -0.3 -0.8 0.5
C -0.5238 -4.1203 6.9985 -0.1 0.3 -0.1
C 1.7468 -1.3378 8.2070 0.1 -0.2 0.2
H 2.9527 -4.1767 7.3769 -0.2 0.0 0.0
C 2.1255 -0.6684 -3.6685 -0.2 1.0 0.5
C 0.8775 -2.7989 -4.9194 0.8 -3.1 1.1
H -2.0088 -3.1516 8.2204 0.1 0.0 0.0
C 5.1377 -3.2889 1.5253 -0.8 0.5 -0.9
C 1.2873 -0.8808 -1.0396 -1.2 -0.6 0.0
N 1.2704 -2.5675 6.0825 -3.7 0.4 -3.5
H -6.1731 0.1877 -3.7997 1.3 -1.2 -1.5
H -1.6387 3.9511 7.8531 0.2 0.1 -0.3
H 2.9797 7.0322 4.9472 -0.2 -0.3 0.2
H 0.2960 4.9696 9.0296 -0.1 0.0 -0.2
C -0.3538 4.4031 -7.9062 -0.6 -0.4 0.3
C 1.9147 -4.4237 7.6307 0.1 0.1 0.2
H 0.2933 6.1221 -5.8089 -0.2 -0.1 -0.3
H 2.4300 0.4466 -3.9681 -0.6 -2.5 0.5
H -1.2096 -4.0720 6.1419 0.2 0.1 0.0
H 1.8711 -5.5110 7.7744 -0.1 0.2 -0.3
H -0.1840 7.8331 6.5985 0.1 -0.1 -0.1
H 2.7981 -1.4182 7.9063 -0.2 -0.1 0.0
C 1.6665 -4.7381 0.6067 0.0 0.0 0.6
H 1.0749 -2.6034 1.3761 -0.2 -1.2 -2.0
H -1.4285 -1.8598 -6.9983 -0.1 -0.6 2.4
H 4.1497 -6.4252 -4.9949 -0.9 2.2 -0.5
H -3.2111 -4.5406 -5.3351 2.1 -1.3 0.8
C -1.6649 -0.5024 -5.1721 -1.2 0.7 -0.1
H -0.6718 -5.1102 7.4487 0.3 0.1 -0.2
O 0.5165 3.6279 6.4946 -0.3 3.5 -1.4
H -3.0676 -1.4101 -3.4730 0.5 2.0 -0.9
H 3.8215 4.9561 5.1384 -0.3 0.2 0.1
C -0.6730 5.6112 -5.7112 -0.3 -0.1 0.2
C 0.9412 -3.9692 6.5101 0.7 -1.8 0.5
H 1.5509 -2.0745 8.9847 0.1 -0.1 -0.1
C -1.2944 5.3710 -7.1127 1.5 0.8 -1.2
H -3.8194 1.3084 -5.1814 0.2 -1.2 2.0
H -4.1455 1.4514 -3.3315 0.4 -1.9 -1.7
H 4.2203 -3.2329 0.7659 1.8 0.0 1.6
H 2.4819 -4.9597 -0.2273 -1.6 0.6 1.7
C 2.3530 -4.8770 2.1123 0.8 0.0 -0.1
H 0.8683 -5.5947 0.5161 1.4 1.8 0.0
H -2.6891 -2.4613 -5.7317 2.4 0.7 0.0
C 1.9469 6.7944 5.2329 -0.1 0.2 0.0
C 3.7420 -5.3512 -5.2243 -0.2 1.1 -0.3
H -0.6301 -0.0388 -4.8856 -1.9 -1.2 -0.6
H 0.6703 0.7477 7.0210 0.1 -0.4 0.1
C 0.8018 -1.4580 6.9811 0.5 1.6 1.1
H -0.0611 -1.1784 -2.8578 1.9 0.9 0.3
H 2.2147 -4.9476 4.9907 -0.2 0.1 0.1
F 3.8898 -3.4633 -3.5662 -2.5 -2.2 -0.6
H -1.8072 6.5882 -8.8723 0.0 0.0 0.2
O -2.8307 -7.4581 -2.9216 -1.3 3.3 -2.5
H 1.0512 -6.0412 5.7491 0.0 0.3 0.3
O 0.6838 -2.3633 4.8193 2.0 -0.5 3.1
C -1.2324 6.6814 -7.9429 -0.1 0.2 0.0
H -0.4225 -3.2036 8.9586 0.0 0.0 -0.1
C 0.9093 -0.0497 6.3064 -0.2 -0.6 -0.5
H -5.6792 -0.1916 -5.6328 0.7 0.0 2.5
H -4.8179 3.8380 -5.3227 0.2 0.1 -0.2
H 1.8201 -5.6932 2.7617 0.9 1.6 -1.4
H -1.8090 7.4080 7.0255 0.2 -0.3 0.0
C -0.0291 -7.7486 -5.0993 0.3 1.1 -3.6
H -2.4770 5.4850 7.9493 0.4 0.2 -0.2
C 0.8884 -0.5448 -2.6027 -0.3 1.5 0.8
C -0.6602 -1.6527 7.4640 0.0 -0.3 -0.2
C -3.6247 5.5675 -6.0742 -1.7 1.1 0.3
H 2.8175 -1.7712 -5.5408 -2.4 0.6 0.9
C 2.8254 4.5161 5.2696 -0.6 -0.4 0.4
H -3.3071 -7.8607 -3.7199 0.7 0.5 1.6
H 1.5953 7.6728 5.7699 -0.1 -0.1 0.0
H 1.9253 0.1344 5.9367 -0.2 -0.1 0.0
H -0.7549 4.1956 -8.9057 0.0 0.0 0.2
C 1.6086 6.5368 8.3922 0.0 0.0 0.0
H 1.3720 6.7012 4.3036 0.0 0.0 0.2
C 0.9761 -3.2299 0.3893 -0.1 -0.9 -0.8
C -0.9178 7.0340 6.5055 0.1 0.2 -0.1
```
Positions in Å, forces in eV/Å.

Summary:
* total charge: +1
* highest occupied orbital energy (alpha / beta): -10.124 / -10.708 eV
* molar mass: 945.3 g mol⁻¹
* multiplicity: 4
* expectation value of S²: 3.76
* total energy: -3259.401585 a.u.
* gap between HOMO and LUMO (alpha / beta): 0.2375 / 0.2589 Ha

Results of the Mulliken charge analysis, in e, for atoms 1 through 6: 0.38, 0.25, -1.46, 0.45, 0.30, 0.14

=====

Entry 4:
ORCA calculation (ωB97M-V with the def2-TZVPD basis set) on an isolated molecule of C4H11N3 in a non-equilibrium geometry.

The geometry in XYZ format:
```
18
Properties=species:S:1:pos:R:3:forces:R:3
H -1.4245 -1.8729 1.9780 0.0 -0.3 0.0
C -0.0657 2.5483 -1.2527 1.2 -0.2 0.2
C -0.3150 0.0222 -1.0094 -0.8 1.3 0.0
H -0.0465 -0.9124 -1.4662 0.3 -0.6 -0.1
H 1.2721 0.9989 -2.1210 0.1 0.3 0.1
H 0.4540 2.6495 -0.2941 -0.3 0.0 0.1
H -0.3574 1.0893 -2.7709 0.1 0.1 -0.6
H -1.4041 0.1034 -1.0721 0.0 -0.2 0.2
N 1.0181 -1.3896 1.9730 0.0 0.2 -0.2
N 0.0929 0.1236 0.3976 0.3 -0.5 -0.8
H -1.1331 2.6796 -1.0961 0.0 0.2 -0.1
C 0.1410 -1.0709 1.1046 -0.1 0.1 1.1
C 0.2271 1.1829 -1.8652 -0.6 -0.7 0.4
H 1.7530 -0.6814 1.9991 0.1 -0.1 0.0
H -1.0883 -2.7312 0.6115 0.5 0.0 0.0
N -1.0743 -1.8156 1.0329 -0.6 0.5 -0.3
H 0.3897 3.3341 -1.8581 -0.5 0.1 -0.2
H 0.9233 0.6922 0.4912 0.1 -0.2 0.1
```
Positions in Å, forces in eV/Å.

Summary:
* total charge: 0
* highest occupied orbital energy: -9.046 eV
* molar mass: 101.2 g mol⁻¹
* multiplicity: 1
* total energy: -323.260102 a.u.
* energy relative to the best compared isomer or geometry (same formula, charge and spin): 1.2636 eV
* gap between HOMO and LUMO: 0.3665 Ha

Results of the Mulliken charge analysis, in e, for atoms 1 through 6: 0.25, -1.00, -0.49, 0.29, 0.33, 0.29

=====

Entry 5:
ORCA calculation (ωB97M-V with the def2-TZVPD basis set) on an isolated molecule of C6H10OS in a non-equilibrium geometry.

The geometry in XYZ format:
```
18
Properties=species:S:1:pos:R:3:forces:R:3
S 0.1730 1.4664 -0.3473 -0.8 -0.3 0.7
C 0.2642 -1.1335 -0.9990 1.3 -0.1 0.6
H 2.8703 0.3716 -0.5925 -0.3 -0.2 0.5
O -1.1144 -1.1488 -0.7494 -0.7 -0.8 -0.2
H 0.0501 -1.6570 1.6767 0.6 -0.6 -0.1
H 2.7448 -1.2040 0.2261 -0.1 0.5 0.1
H 2.7001 0.2857 1.1982 0.1 0.2 0.1
C 0.8514 -0.1604 0.1309 -0.3 -1.4 -1.1
C -1.3784 -0.5561 0.5126 0.7 0.1 0.3
C -1.5356 0.8935 0.1981 -1.0 2.0 -0.6
H -2.2289 -1.0711 0.9554 -0.1 0.3 0.0
H 0.4236 -0.8430 -2.0561 0.2 0.1 0.7
H -1.8466 1.5815 1.0062 0.1 -0.7 -0.1
H -2.2821 0.9999 -0.6254 0.7 0.0 0.5
H 0.6671 -2.1581 -0.8427 0.0 0.4 -0.1
C -0.0786 -0.6587 1.3057 0.4 1.2 -0.5
H -0.0447 0.0339 2.1576 -0.1 -0.1 -0.2
C 2.3925 -0.1532 0.2596 -0.7 -0.8 -0.6
```
Positions in Å, forces in eV/Å.

Summary:
* total charge: 0
* highest occupied orbital energy: -8.426 eV
* molar mass: 130.2 g mol⁻¹
* multiplicity: 1
* total energy: -708.024823 a.u.
* energy relative to the best compared isomer or geometry (same formula, charge and spin): 0.6929 eV
* gap between HOMO and LUMO: 0.3412 Ha

Results of the Mulliken charge analysis, in e, for atoms 1 through 6: -0.18, -0.61, 0.38, -0.41, 0.32, 0.33

=====

Question: total energy of number 2 (C14H26Cl2N7O5S5Sr)?
Answer: -4250.462334 a.u.